Record 1
DFT (ωB97M-V with the def2-TZVPD basis set) results for a structure of composition C47H57N7OPdSTe.

The geometry in XYZ format:
```
115
Properties=species:S:1:pos:R:3:forces:R:3:mulliken_spin:R:1
H -0.949 2.727 4.108 0.0032 0.0894 0.0135 0.00
H -6.819 2.478 -0.347 -0.0679 0.0362 -0.0340 0.00
C -0.353 2.286 -2.770 -0.2818 -0.3036 -0.3147 0.01
C 2.383 3.306 -1.220 -0.0433 0.0930 0.0830 0.01
H 0.036 -1.914 2.822 0.0423 0.0585 -0.0600 0.00
H -0.117 1.952 -4.882 0.0593 0.0528 -0.0578 0.00
C -2.078 2.174 1.780 0.0637 -0.1261 -0.0510 0.02
H 1.836 -4.274 -1.588 -0.1103 -0.0571 -0.0816 0.00
C -3.735 -5.759 -0.661 -0.0435 -0.1009 -0.2106 0.00
H 7.533 4.466 1.149 0.0261 0.0287 -0.0170 0.00
C -6.005 0.232 -1.920 0.0211 -0.0122 -0.0433 0.00
C 3.965 -4.272 -1.328 0.0241 -0.0649 0.0074 0.00
Pd -1.373 -0.889 0.416 -0.1140 -1.6795 -0.1757 0.14
N -3.541 -4.741 0.361 0.3542 0.2585 0.2384 0.00
H 3.050 3.109 -3.781 0.0051 0.0702 -0.0359 0.00
C -4.019 1.402 3.094 0.0475 -0.0615 0.0632 0.00
H 3.235 1.113 -5.202 0.0357 0.0075 -0.0877 0.00
H 1.599 2.915 2.334 -0.0389 0.0263 0.0034 0.00
H -5.352 2.464 0.651 0.0198 0.0278 0.1099 0.00
H 2.047 -1.319 -1.899 0.0047 -0.0787 0.0377 0.03
H -6.527 0.199 1.513 -0.0129 0.0265 0.0462 0.00
C -1.464 -1.772 -2.475 -0.4760 -0.4484 1.4382 -0.01
C 0.274 -0.404 4.306 0.0072 0.0596 -0.0225 -0.01
H 7.051 4.489 2.846 0.0058 0.0400 0.0462 0.00
H -5.101 1.543 3.074 -0.0735 0.0173 0.0138 0.00
N -1.903 -2.119 -1.285 0.4354 0.5103 -1.3351 -0.01
C -0.675 0.170 -3.841 -0.1711 -0.0144 0.5304 0.00
H 4.363 -0.381 -0.870 0.2304 0.0301 0.0576 0.00
H 0.844 -1.050 4.957 0.0172 -0.0765 0.0705 0.00
O 0.310 -3.652 0.537 -2.1481 -1.8893 0.3896 0.03
C -4.397 0.179 -0.092 0.7324 -0.2739 0.2857 -0.01
H 2.645 3.393 3.667 -0.0020 0.0308 0.0673 0.00
H 8.059 3.180 2.225 0.0325 -0.0032 0.0113 0.00
C 2.633 -0.237 -3.647 0.0604 0.0137 0.0534 0.00
C -5.781 2.155 -0.299 -0.0043 0.0088 -0.0136 0.00
C -0.175 -0.885 3.086 -0.0548 -0.1273 0.0250 0.01
H 6.060 0.092 -0.992 0.0362 -0.0270 0.0089 0.00
H -0.677 -0.449 -4.719 -0.0213 -0.0945 -0.1333 0.00
C 5.027 -3.813 -0.560 0.0270 -0.0054 -0.0176 0.00
H 4.798 3.865 3.209 -0.0048 0.0779 0.0842 0.00
C -1.213 1.239 2.598 0.0142 0.0386 -0.1113 0.02
H -2.920 4.516 2.602 -0.0127 0.0378 -0.0086 0.00
H -2.264 -7.228 -0.042 0.0138 -0.0389 0.0718 0.00
C 2.467 2.044 -2.026 0.1695 0.0371 -0.0222 -0.04
N -0.988 0.391 -1.477 0.1385 -0.2306 0.0467 0.02
H -2.602 -7.223 -1.773 -0.0125 -0.0587 -0.0232 0.00
N 0.589 -1.423 0.235 -0.6457 1.4811 -0.0147 0.15
C 2.207 0.779 -1.506 -0.1740 -0.2585 -0.0115 0.05
H -2.994 3.632 4.143 0.0236 0.0102 0.0588 0.00
H 2.706 -1.122 -4.260 -0.0069 -0.0843 -0.0592 0.00
C 2.833 2.133 -3.367 0.0756 0.0420 0.0180 0.00
H -7.738 0.296 0.228 -0.0366 0.0006 -0.0096 0.00
C 2.429 -3.020 0.034 0.3571 0.6311 -0.0686 0.01
H 2.214 1.701 3.442 -0.0221 0.0073 -0.0051 0.00
H -0.105 3.335 -2.795 0.0136 0.0978 -0.0009 0.00
H 3.356 3.573 -0.806 0.0051 0.0307 0.0299 0.00
H -4.035 -5.248 -1.577 -0.0048 -0.0634 0.1037 0.00
C -0.732 1.707 3.824 -0.0776 -0.0348 0.0164 0.00
C -0.357 1.513 -3.926 -0.0921 0.2697 0.3830 0.00
C -1.006 -0.372 -2.599 0.0625 0.2249 0.3445 0.01
H -6.974 0.632 -2.214 -0.0536 0.0091 -0.0259 0.00
H -4.475 4.013 3.266 -0.0127 0.0167 0.0167 0.00
C 2.932 1.011 -4.170 0.0282 -0.0188 0.0085 0.00
C 6.018 2.155 0.586 -0.0159 0.0652 0.0022 -0.01
C 6.002 3.052 1.643 -0.0168 -0.0154 -0.0189 0.02
N -3.371 2.488 2.381 -0.1473 -0.0337 -0.2684 0.00
H -6.703 -1.132 0.364 -0.0011 -0.0618 0.0007 0.00
C 2.671 -3.893 -1.021 0.0582 0.1071 -0.0182 0.00
C -5.737 0.631 -0.468 -0.1455 0.0502 0.0331 0.00
C 0.001 0.905 4.674 -0.0393 -0.0621 0.0652 0.00
H -1.656 -3.688 -3.371 0.0035 -0.0310 0.0186 0.00
H 2.047 4.130 -1.846 0.0052 0.0720 -0.0254 0.00
H 5.605 -2.631 1.128 0.0472 0.0040 0.0560 0.00
H -3.484 -5.074 1.316 -0.0961 0.0884 -0.1589 0.00
C 7.226 3.843 1.989 0.0623 0.0163 -0.0049 0.00
C -6.736 -0.050 0.475 0.0068 -0.0153 0.0443 0.00
H 6.927 2.033 0.012 0.1006 -0.0309 -0.0548 0.00
C 3.695 2.446 2.063 0.0373 0.0260 0.0282 -0.01
Te 1.868 0.550 0.574 0.0744 0.2097 -0.3839 0.44
H -0.650 2.233 -0.636 0.0223 -0.0073 -0.0367 0.01
C -0.659 1.675 -1.565 -0.2984 0.0041 -0.1868 -0.01
H -5.232 2.647 -1.099 0.0764 0.0490 -0.0526 0.00
H -4.567 -6.384 -0.332 0.0197 0.0217 -0.0664 0.00
H 1.690 3.211 -0.378 0.0372 0.0446 -0.0479 0.00
C 2.473 2.623 2.920 -0.0389 -0.0519 -0.0112 0.02
H -5.247 0.641 -2.587 0.0211 0.0376 -0.0371 0.00
N -2.581 -3.292 -1.132 0.4146 0.0200 -0.3372 0.00
H 3.305 -1.938 1.670 0.0146 0.0231 -0.0533 -0.06
N -3.352 -0.161 0.245 -0.8452 0.2893 -0.3528 0.03
H -1.556 3.123 1.634 0.0466 0.0002 -0.0185 0.00
C 2.265 -0.348 -2.316 -0.0929 0.0454 -0.0713 -0.01
C 5.040 0.471 -0.933 0.1131 -0.2964 -0.0538 0.02
H -2.238 1.739 0.788 0.0228 0.1253 0.1667 0.00
H 4.146 -4.945 -2.154 0.0168 -0.0321 -0.0560 0.00
C -2.480 -6.589 -0.896 -0.0450 0.0408 -0.0336 0.00
H -2.166 -2.368 -4.423 -0.0572 0.0444 -0.0375 0.00
H 4.826 0.993 -1.869 0.0698 -0.0638 0.0247 0.00
H 0.351 1.293 5.620 0.0366 0.0238 0.0392 0.00
C 0.984 -2.685 0.321 1.6882 0.2525 -0.2294 0.00
C -1.434 -2.670 -3.674 -0.2462 -0.0251 0.3214 0.00
H -0.448 -2.632 -4.135 0.0552 -0.0119 0.0002 0.00
H -3.783 0.441 2.643 -0.0401 0.0083 -0.0203 0.00
C -0.910 -0.068 2.227 0.0832 -0.0817 -0.0859 -0.01
H -6.026 -0.849 -2.034 0.0009 -0.0945 -0.0172 0.00
H -3.714 1.354 4.147 0.0520 -0.0346 0.0628 0.00
C 4.830 3.182 2.372 -0.0104 -0.0082 -0.0523 -0.01
C -2.821 -3.619 0.107 -0.0886 -0.1374 0.0005 -0.01
S -2.352 -2.758 1.555 0.6272 1.2963 -0.1531 0.04
C 4.908 1.397 0.237 0.0925 -0.0098 -0.0991 -0.04
C 3.733 1.571 0.969 -0.1375 -0.3245 0.3546 0.03
H -1.624 -5.936 -1.055 0.0476 0.0330 -0.0428 0.00
C -3.432 3.718 3.139 -0.0291 0.0903 0.0168 0.00
H 6.036 -4.124 -0.787 0.0449 -0.0071 -0.0217 0.00
C 3.488 -2.569 0.806 0.0103 0.0066 0.0765 0.05
C 4.785 -2.976 0.515 0.0090 0.0755 0.0654 0.03
```
Positions in Å, forces in eV/Å.

Total charge: +1
2S+1: 2
Molar mass: 1002.1 g/mol
E_LUMO (spin up / spin down): -3.96 / -4.27 eV
Energy: -83742.3654 eV
Orbital gap (spin up / spin down): 5.78 / 6.06 eV
Energy above the lowest of the compared OMol25 structures with the same formula, charge and spin: 20.2 kcal per mole



Record 2
DFT (ωB97M-V with the def2-TZVPD basis set) results for a cluster of 14 separate species, C6H37NO13 in total.

The geometry in XYZ format:
```
57
Properties=species:S:1:pos:R:3:forces:R:3:nbo_charge:R:1
H 1.445 1.680 3.239 0.4343 0.4572 -0.6800 0.50
C -1.843 0.994 2.405 -1.1644 1.3762 1.4152 -0.67
H -3.398 -0.305 0.729 0.3265 1.5824 0.4439 0.48
C 0.697 -0.425 -3.064 -0.2465 -0.9890 1.0644 -0.22
H -1.943 -0.031 2.722 0.0391 -0.4531 -0.0101 0.21
H -2.246 -3.082 2.464 -0.3326 -0.3016 0.2122 0.49
H -0.470 -0.815 0.792 -0.6107 1.8167 -0.9092 0.21
H 0.530 -1.228 -4.986 0.1784 0.3115 -1.0894 0.19
O 0.668 -1.328 3.388 -1.8368 -2.4361 -1.0531 -0.98
H 0.435 -4.126 0.417 -0.2484 0.1592 0.1190 0.49
C 0.444 -1.388 -3.948 0.3225 0.9447 0.7371 -0.35
H 1.481 -0.445 -1.071 0.7471 0.1207 0.5117 0.21
H -3.398 -0.335 -2.559 0.3624 0.2028 0.0566 0.50
O -2.378 -2.608 -4.166 1.6773 0.6788 -2.6922 -0.95
C 0.547 -0.622 -1.551 -0.8777 -0.4842 -1.6661 -0.29
O 3.035 1.570 -2.136 -0.1226 -0.6900 -2.9923 -0.98
H 1.693 1.263 4.693 -1.0539 -0.0098 -0.9470 0.48
O -3.594 -1.182 0.466 -0.3486 -1.5734 -0.8157 -0.97
H 2.977 1.329 1.012 0.0738 -0.1018 -0.0353 0.49
O -2.839 -0.967 -2.095 -1.0822 -0.6913 -0.0691 -0.99
H 1.032 0.564 -3.316 -0.0569 0.2576 -0.5897 0.19
H 0.687 -0.429 3.640 0.1789 2.2486 0.6779 0.50
H 1.768 2.988 1.458 -1.0182 1.2156 -0.9007 0.51
O 0.709 2.862 -1.910 0.3631 -3.9097 3.4478 -1.00
O -1.765 -2.473 1.913 0.2566 0.5937 -0.2131 -1.02
H 0.702 3.510 -2.515 0.0634 3.6195 -3.5344 0.47
O 2.124 -1.605 1.150 1.0301 1.2775 1.9804 -1.03
C -0.783 0.180 0.307 -0.2581 0.6853 0.4868 0.00
H 0.233 -1.661 -1.362 0.1516 0.4686 0.0313 0.22
H -0.321 1.198 -1.437 0.0040 1.7925 -0.1283 0.41
H -1.164 1.483 3.121 -0.0593 -0.1639 -0.2786 0.24
H 3.044 3.122 2.330 0.3710 0.5585 0.0952 0.49
H -0.153 3.875 0.773 -4.1010 -0.3660 1.3700 0.47
H -3.392 -1.189 -0.508 -0.1689 -0.0422 0.6194 0.51
H 0.753 3.575 -0.333 0.0812 -0.7177 -1.9048 0.50
H 0.120 -2.366 -3.687 -0.2372 -0.5635 0.4745 0.21
H 3.129 0.757 -2.712 -0.1827 1.4923 0.8956 0.49
H 1.575 2.361 -1.986 -0.2638 0.3214 -0.2809 0.52
C -1.436 1.155 0.995 0.9097 -1.0564 -0.7748 -0.32
H -2.840 1.493 2.621 0.8978 -0.5852 -0.3960 0.21
H 3.171 1.236 -1.263 0.4274 -0.7611 2.2015 0.51
O 2.354 2.533 2.051 0.6679 -1.2249 0.9566 -0.98
H 1.518 -2.182 0.717 -0.9357 -0.8840 -0.5582 0.50
H -2.424 -1.975 1.355 -0.1773 -0.3128 0.2021 0.52
H -1.982 -0.585 -1.873 0.7932 1.0400 0.0931 0.52
H -0.254 -1.454 3.015 1.4713 -0.1016 0.5530 0.49
O 3.265 0.671 0.359 0.2429 0.0795 -0.1939 -1.04
H -2.484 -2.062 -3.426 -0.1494 1.5279 1.8772 0.48
H -1.656 2.117 0.521 0.0477 -0.3696 -0.1117 0.19
N -0.493 0.307 -1.070 0.0549 -2.8672 0.8892 -0.68
H -2.858 -3.355 -3.954 -1.5497 -2.6098 0.4648 0.46
H -0.560 -2.965 0.797 -0.3952 -0.3883 0.5362 0.51
H 1.755 -1.458 2.083 0.2643 -0.4508 -1.3774 0.51
O 1.003 1.260 3.979 0.6306 -0.3061 2.0507 -0.98
H 2.897 -0.185 0.666 -0.0731 -0.1943 -0.1220 0.51
O 0.179 -3.216 0.228 0.5596 -0.4107 -0.7821 -0.99
O 0.702 3.964 0.522 3.9221 1.1876 0.6427 -0.96
```
Positions in Å, forces in eV/Å.

Molar mass: 331.4 g/mol
E_LUMO: 0.35 eV
Energy: -34930.7857 eV
Orbital gap: 8.56 eV
Energy above the lowest of the compared OMol25 structures with the same formula, charge and spin: 47.3 kcal per mole



Record 3
DFT (ωB97M-V with the def2-TZVPD basis set) results for the molecule C5H11P.

The geometry in XYZ format:
```
17
Properties=species:S:1:pos:R:3:forces:R:3:nbo_charge:R:1
H -0.610 0.474 1.865 -0.5282 -0.4692 0.6437 0.20
H 2.595 -0.349 -1.287 -0.9668 0.8182 0.2948 0.18
H 0.808 1.773 0.086 -0.4704 0.3078 0.0435 0.21
H 0.970 1.503 -1.667 -0.6830 0.5446 0.0052 0.23
H -1.539 -1.389 -0.122 -1.0228 -1.3041 -0.7909 0.23
P 0.572 -2.118 0.553 1.0617 0.9836 -2.0108 0.31
H -2.296 0.097 1.574 -0.5886 -0.1939 -0.2938 0.22
H 0.922 -2.239 -0.918 -0.5192 -0.0642 1.5268 -0.05
C -1.317 -0.342 1.588 2.5921 -0.1970 1.5495 -0.61
H -1.203 -1.215 2.299 -0.5837 1.3575 -0.1495 0.21
C 0.781 1.025 -0.699 1.8539 -0.3498 -0.3524 -0.50
H -1.223 1.165 -0.639 -0.7590 -1.0991 -0.3827 0.22
H -0.587 -0.228 -1.766 -0.5402 0.6734 0.4409 0.21
C 2.087 0.315 -0.544 0.9252 -2.2083 1.0779 -0.31
C -0.579 0.277 -0.777 2.1055 -0.3259 0.3037 -0.38
H 2.766 0.446 0.332 -0.9022 0.2474 -0.6589 0.19
C -0.735 -0.851 0.299 -0.9742 1.2789 -1.2471 -0.56
```
Positions in Å, forces in eV/Å.

Molar mass: 102.1 g/mol
E_LUMO (spin up / spin down): -0.45 / 0.41 eV
Energy: -14648.2707 eV
Orbital gap (spin up / spin down): 7.56 / 8.38 eV
Energy above the lowest of the compared OMol25 structures with the same formula, charge and spin: 70.4 kcal per mole